(1)
One molecule with the formula C20H25N3O3, computed with wB97M-V/def2-TZVPD.

XYZ file:
```
51
Properties=species:S:1:pos:R:3:lowdin_charge:R:1
C 1.63813 -4.27698 -1.38930 -0.094
H 2.41235 -4.00690 -2.10308 0.079
C 2.15308 -4.11984 0.03602 -0.215
H 3.01041 -4.77728 0.18831 0.111
H 1.37516 -4.41533 0.74554 0.112
C 2.58290 -2.67933 0.33759 -0.381
N 1.44644 -1.78691 0.24513 0.097
C 1.34276 -0.80625 -0.68257 -0.437
O 2.22244 -0.55665 -1.48156 0.070
C 0.04132 -0.07766 -0.61825 -0.055
C -1.11922 -0.77637 -0.47970 -0.023
N -2.34465 -0.18838 -0.40994 0.003
C -2.55198 1.18656 -0.44968 -0.349
O -3.68510 1.64309 -0.31825 0.036
C -1.33902 1.92842 -0.64099 -0.054
C -0.07065 1.33620 -0.72465 -0.025
C 0.86513 2.40382 -0.87666 -0.081
C 2.25093 2.47419 -1.02091 -0.006
C 2.83545 3.71357 -1.14831 -0.088
C 2.07178 4.88453 -1.13921 -0.088
C 0.70146 4.84573 -1.00786 -0.015
C 0.09962 3.59783 -0.87631 -0.161
N -1.22375 3.29011 -0.73123 -0.031
C -2.29501 4.24719 -0.70165 -0.007
H -2.14508 4.95679 0.11530 0.098
H -3.23205 3.71479 -0.55189 0.078
H -2.33778 4.79835 -1.64405 0.099
H 0.11400 5.75125 -1.00981 0.104
H 2.56846 5.83814 -1.24361 0.100
H 3.90645 3.78927 -1.26320 0.099
H 2.83915 1.57220 -1.05421 0.098
C -3.49847 -1.02344 -0.15252 -0.101
C -3.68786 -1.24424 1.35696 -0.182
O -2.55200 -1.85295 1.94478 -0.192
C -1.78991 -1.01266 2.77726 -0.106
H -2.38769 -0.63617 3.61506 0.092
H -1.36774 -0.15979 2.23344 0.085
H -0.97982 -1.62603 3.16961 0.087
H -3.90723 -0.28584 1.83709 0.126
H -4.53869 -1.91766 1.50663 0.127
H -3.36445 -1.98305 -0.65394 0.132
H -4.37963 -0.51147 -0.54576 0.128
H -1.13330 -1.85458 -0.42685 0.135
H 0.69083 -1.94042 0.89427 0.135
C 3.22041 -2.56621 1.72097 -0.048
H 4.11884 -3.17476 1.77228 0.077
H 3.48865 -1.53313 1.92769 0.079
H 2.52713 -2.90731 2.48800 0.076
H 3.28883 -2.33922 -0.42721 0.144
H 1.33753 -5.30536 -1.57519 0.070
H 0.78143 -3.62986 -1.56359 0.062
```

Results
Gap between HOMO and LUMO ... 8.150 eV
Lowest unoccupied orbital energy ... 0.0205 hartree
SMILES string ... CC[C@H](C)NC(=O)c1cn(CCOC)c(=O)c2c1c1ccccc1n2C

---

(2)
A 8-piece molecular cluster, ClH14O7 overall, computed with wB97M-V/def2-TZVPD.

XYZ file:
```
22
Properties=species:S:1:pos:R:3:lowdin_charge:R:1
Cl 16.61357 21.63300 17.85748 0.508
O 16.83203 19.94161 15.09155 -0.034
H 16.26976 19.44901 15.68940 0.015
H 17.09154 20.71655 15.58989 -0.041
O 19.71981 19.97312 17.71631 -0.049
H 19.67405 19.19980 18.27855 0.038
H 18.93483 20.47545 17.93477 -0.056
O 14.25537 19.34649 17.47229 -0.056
H 13.61811 19.84059 16.95654 0.042
H 14.91076 19.99507 17.72924 -0.094
O 12.97057 22.00350 18.65219 -0.043
H 13.74625 21.92641 18.09667 -0.038
H 13.00497 21.23403 19.22050 0.036
O 17.46701 22.24075 21.08647 -0.047
H 17.10878 22.13175 20.20555 -0.071
H 18.37040 22.52371 20.94486 0.038
O 18.54601 24.10092 16.57525 -0.057
H 18.03501 23.57904 17.19391 -0.068
H 17.89500 24.47382 15.98079 0.032
O 14.46172 22.95866 15.37645 -0.049
H 15.17300 22.93341 16.01651 -0.046
H 14.85510 22.63143 14.56749 0.038
```

Results
Expectation value of S² ... 0.753
Gap between HOMO and LUMO (spin up / spin down) ... 11.825 / 5.383 eV
Lowest unoccupied orbital energy (spin up / spin down) ... -0.0081 / -0.2436 hartree
Multiplicity ... 2

---

(3)
One molecule with the formula C6H6ClF at a distorted geometry, computed with wB97M-V/def2-TZVPD.

XYZ file:
```
14
Properties=species:S:1:pos:R:3:lowdin_charge:R:1
C 0.22163 1.15228 0.94321 -0.044
C 0.46180 -0.00580 0.01214 -0.308
C -0.52267 -0.59426 -0.69765 -0.136
C -1.92805 -0.22243 -0.75141 -0.654
C 1.79648 -0.56937 -0.09673 -0.111
C 2.93993 -0.95408 -0.01351 0.116
H 0.62086 0.94463 1.97399 0.105
H -0.80615 1.51450 0.97380 0.066
H 0.89701 1.96321 0.55142 0.103
H -0.38279 -1.62383 -1.24788 0.161
H -2.48249 -0.52242 -1.67483 0.119
H 4.04402 -1.15984 -0.00586 0.060
F -2.13220 1.16787 -0.60660 -0.078
Cl -2.72738 -1.09045 0.63992 0.601
```

Results
Gap between HOMO and LUMO ... 9.597 eV
Lowest unoccupied orbital energy ... 0.0125 hartree
SMILES string ... C#C/C(C)=C/[C@H](F)Cl

---

(4)
C26H23AuN2O7 as an isolated structure, computed with wB97M-V/def2-TZVPD.

XYZ file:
```
59
Properties=species:S:1:pos:R:3:lowdin_charge:R:1
Au -1.18353 -0.04729 0.28522 1.130
O -0.95888 1.97247 1.60464 -0.056
C 0.12748 2.18970 2.44663 -0.233
C -0.12725 2.89586 3.61528 -0.009
C 0.88543 3.15185 4.52240 -0.079
C 2.17261 2.69468 4.26259 -0.083
C 2.41953 1.98945 3.09746 -0.021
C 1.41135 1.71886 2.17206 -0.057
C 1.79964 0.95518 0.92734 -0.559
O 2.97943 0.74062 0.67469 0.042
O 0.84714 0.60912 0.12832 -0.197
H -0.87805 2.55673 0.82818 0.069
H -1.13878 3.24094 3.78788 0.120
H 0.67264 3.71431 5.42322 0.103
H 2.97617 2.88660 4.96214 0.099
H 3.40906 1.61844 2.86759 0.113
C -5.95376 -0.67628 0.62353 -0.109
C -5.11077 -1.58765 1.24093 -0.111
C -3.73015 -1.45048 1.12524 -0.162
C -3.17541 -0.40280 0.38970 -0.304
C -4.03127 0.51060 -0.22894 -0.118
C -5.40916 0.37181 -0.10925 -0.097
H -7.02776 -0.77682 0.71961 0.096
H -5.52383 -2.40239 1.82403 0.095
H -3.08883 -2.15396 1.64481 0.085
H -3.61551 1.32057 -0.81758 0.084
H -6.06036 1.08928 -0.59383 0.099
O -0.28030 3.36482 -0.77617 0.021
C -0.30198 2.35273 -1.48724 -0.668
O -1.22539 1.52505 -1.67984 -0.067
C 1.03822 1.97892 -2.09791 -0.042
C 1.28343 0.57663 -2.37476 0.049
C 2.50991 0.10838 -2.78620 0.046
C 3.48613 1.07380 -2.90889 -0.166
O 4.75449 0.91721 -3.26826 0.099
C 5.40760 2.18616 -3.12332 -0.065
O 4.37159 3.13814 -2.87707 0.096
C 3.23939 2.46287 -2.66419 -0.151
C 2.01907 2.94082 -2.26751 0.099
H 0.45160 -0.09655 -2.24275 0.110
H 2.70838 -0.93637 -2.97506 0.134
H 5.93196 2.43593 -4.04014 0.150
H 6.07670 2.14643 -2.26613 0.154
H 1.83236 3.97774 -2.03009 0.145
C -2.25029 -5.44103 -0.74113 -0.016
C -1.25930 -4.33893 -0.56581 -0.299
C 0.08206 -4.34866 -0.25921 0.013
C 0.47894 -2.99606 -0.19571 -0.321
N -0.56019 -2.21293 -0.47354 0.007
N -1.60044 -3.04532 -0.67354 0.035
C 1.84154 -2.46374 0.10590 -0.019
H -1.73558 -6.39598 -0.81639 0.080
H -2.84641 -5.29973 -1.64314 0.082
H -2.93321 -5.48887 0.10849 0.083
H 0.70353 -5.21268 -0.08943 0.111
H -2.49842 -2.64680 -0.90227 0.145
H 2.59536 -3.08217 -0.38287 0.083
H 2.04237 -2.48102 1.17848 0.091
H 1.94970 -1.42821 -0.20826 0.039
```

Results
Expectation value of S² ... 2.022
Gap between HOMO and LUMO (spin up / spin down) ... 7.789 / 5.454 eV
Lowest unoccupied orbital energy (spin up / spin down) ... 0.0105 / -0.1109 hartree
Multiplicity ... 3

---

(5)
A 2-piece molecular cluster, C25H23N2O3 overall at a distorted geometry, computed with wB97M-V/def2-TZVPD.

XYZ file:
```
53
Properties=species:S:1:pos:R:3:lowdin_charge:R:1
C -5.44404 0.02112 -1.69339 -0.092
C -4.48368 -1.13899 -1.99969 -0.086
C -3.13112 -0.50449 -1.89723 -0.136
C -3.32508 0.87861 -1.65526 -0.180
O -4.63121 1.24278 -1.52553 0.018
C -2.23554 1.75220 -1.49087 0.042
C -0.96850 1.22502 -1.50390 -0.021
C -0.71976 -0.16717 -1.71123 -0.199
C 0.56470 -0.76290 -1.62846 0.079
C 1.83081 -0.21721 -1.93428 -0.190
C 2.98141 -1.05937 -1.76330 0.068
C 4.25091 -0.53923 -1.88050 -0.133
C 4.41612 0.85022 -2.11588 -0.177
O 5.70024 1.28372 -1.97669 0.022
C 6.52740 0.10378 -1.63946 -0.088
C 5.60619 -1.12533 -1.63979 -0.085
C 3.31579 1.67347 -2.42030 0.036
C 2.05474 1.12082 -2.40071 0.003
C -1.85432 -1.02197 -1.91391 0.062
H -6.15628 0.21229 -2.50855 0.131
H -5.99722 -0.13590 -0.75593 0.131
H -4.60794 -1.95352 -1.27923 0.128
H -4.67532 -1.53511 -3.00408 0.129
H -2.43238 2.80778 -1.32444 0.132
H -0.12519 1.87732 -1.29770 0.088
H 0.57106 -1.82862 -1.38071 0.136
H 2.85513 -2.11160 -1.50310 0.138
H 7.32251 0.04130 -2.39553 0.132
H 6.97655 0.27891 -0.65093 0.132
H 5.65207 -1.66651 -0.69035 0.130
H 5.90279 -1.81213 -2.44125 0.131
H 3.49876 2.72122 -2.64270 0.132
H 1.20517 1.71039 -2.73518 0.116
H -1.70899 -2.09376 -2.06455 0.135
C -2.42286 -2.95312 4.10006 -0.060
O -2.40630 -1.62235 4.65418 -0.099
C -1.74123 -0.62785 4.01108 -0.265
C -1.05166 -0.80251 2.78428 0.045
C -0.38224 0.29885 2.24840 -0.234
C -0.37352 1.52547 2.95785 -0.207
C -1.04347 1.71499 4.15799 -0.011
C -1.75819 0.63929 4.67486 0.007
N 0.46692 2.36059 2.23485 0.106
C 0.89936 1.67977 1.13304 -0.159
N 0.40628 0.43885 1.12013 0.108
H -3.06202 -3.50956 4.79129 0.096
H -2.85415 -2.95134 3.08962 0.089
H -1.41105 -3.38163 4.08247 0.097
H -0.98813 -1.75125 2.24712 0.107
H -1.00136 2.67550 4.67030 0.117
H -2.32163 0.70339 5.60363 0.121
H 0.74531 3.29818 2.49937 0.161
H 1.56415 2.13758 0.40408 0.119
```

Results
Gap between HOMO and LUMO ... 5.470 eV
Lowest unoccupied orbital energy ... -0.1737 hartree
Net charge ... +1

---

(6)
One molecule with the formula C5H11NO2 at a distorted geometry, computed with wB97M-V/def2-TZVPD.

XYZ file:
```
19
Properties=species:S:1:pos:R:3:lowdin_charge:R:1
O -1.86781 1.26508 -0.75896 0.111
C -1.07810 0.42254 -1.07899 -0.531
O 0.04939 0.68716 -1.76345 0.091
C -1.20734 -1.05510 -0.68985 -0.109
C 0.06086 -1.69929 -0.16303 -0.188
C 0.51161 -1.01054 1.15207 -0.218
C 1.55284 1.13131 1.95702 -0.144
N 1.55114 0.04686 0.98338 -0.140
H 0.22547 1.63551 -1.79855 0.130
H -1.63805 -1.61959 -1.52894 0.127
H -1.91927 -0.99165 0.17565 0.132
H -0.00976 -2.74269 0.16003 0.110
H 0.83752 -1.63940 -0.93185 0.113
H -0.34790 -0.48742 1.58085 0.107
H 0.98541 -1.76613 1.80361 0.114
H 1.35228 0.72175 2.94119 0.075
H 2.58964 1.53153 1.88390 0.079
H 0.98134 2.03167 1.73167 0.066
H 1.49819 0.44750 0.05116 0.073
```

Results
Gap between HOMO and LUMO ... 9.243 eV
Lowest unoccupied orbital energy ... 0.0253 hartree
SMILES string ... CNCCCC(=O)O